A structure of composition C26H33N5O3Pt. Source: OMol25; level of theory: ωB97M-V/def2-TZVPD.

The energy above the lowest of the compared OMol25 structures with the same formula, charge and spin comes out at 0.0 kcal/mol. As for the frontier orbital gap (alpha / beta): 7.26 / 6.31 eV. The calculation puts the largest force on an atom at 0.4 eV/A. The LUMO energy (alpha / beta) is -5.380 / -7.892 eV.

ORCA input file:
```
! wB97M-V def2-TZVPD RIJCOSX def2/J DEFGRID3
* xyz 2 5
Pt -0.13 0.00 0.11
C -0.49 -2.94 1.49
N -0.57 -1.52 1.86
C -1.95 -1.14 2.25
C -3.05 -1.50 1.25
C -2.82 -1.31 -0.26
N -2.14 -0.07 -0.62
C -2.76 0.80 -1.30
C -2.22 2.06 -1.83
C -3.13 2.97 -2.31
C -2.72 4.18 -2.90
C -1.36 4.49 -3.04
C -0.42 3.60 -2.62
C -0.79 2.35 -1.98
O 0.12 1.57 -1.62
C 0.36 -1.29 3.01
C 0.89 0.13 3.13
C 2.05 0.47 2.20
N 1.86 -0.12 0.86
C 2.88 -0.56 0.24
C 2.90 -1.29 -1.03
C 4.13 -1.56 -1.57
C 4.28 -2.33 -2.73
C 3.16 -2.89 -3.37
C 1.92 -2.68 -2.86
C 1.72 -1.86 -1.69
O 0.55 -1.68 -1.28
H -0.76 -3.58 2.33
H 0.54 -3.17 1.20
H -1.14 -3.16 0.65
H -1.94 -0.06 2.43
H -2.21 -1.62 3.20
H -3.93 -0.92 1.55
H -3.34 -2.55 1.37
H -3.79 -1.38 -0.77
H -2.20 -2.12 -0.65
H -3.81 0.62 -1.54
H -4.18 2.74 -2.25
H -3.47 4.87 -3.25
H -1.07 5.42 -3.50
H 0.64 3.78 -2.73
H 1.20 -1.98 2.89
H -0.15 -1.58 3.93
H 1.24 0.28 4.15
H 0.07 0.84 2.98
H 2.99 0.09 2.61
H 2.15 1.55 2.08
H 3.86 -0.44 0.71
H 5.02 -1.17 -1.08
H 5.27 -2.51 -3.13
H 3.30 -3.50 -4.26
H 1.03 -3.09 -3.32
N -0.93 2.04 1.15
C -1.16 3.01 1.75
N -1.45 4.10 2.41
C -0.41 5.11 2.69
C 0.03 4.97 4.14
O -1.08 5.06 5.01
C -2.02 4.03 4.78
C -2.57 4.11 3.37
H -0.85 6.09 2.52
H 0.42 4.97 2.00
H 0.71 5.78 4.41
H 0.54 4.01 4.29
H -2.81 4.15 5.51
H -1.54 3.05 4.94
H -3.11 5.04 3.23
H -3.24 3.28 3.15
*
```

Atom charges from the natural (NBO) analysis, given in e for atoms 1 to 8: number 1, Pt, carries 1.234; number 2, C, carries -0.422; number 3, N, carries -0.440; number 4, C, carries -0.233; number 5, C, carries -0.431; number 6, C, carries -0.237; number 7, N, carries -0.464; number 8, C, carries 0.164